# 1
124
Properties=species:S:1:pos:R:3:mulliken_charge:R:1 method="wB97M-V/def2-TZVPD" e_lumo_ev=2.04 max_force_ev_per_a=0.87 charge=-1 homo_ha=-0.12723
Cd 0.57 -0.25 -0.07 3.174
C -2.25 -4.52 -3.76 -1.287
C -1.22 -3.40 -3.97 -0.371
N -1.64 -2.15 -3.38 0.014
C -1.34 -1.78 -2.11 -0.055
S -1.62 -0.14 -1.69 -0.608
N -0.94 -2.75 -1.32 -0.997
N -0.52 -2.40 -0.09 1.774
C -0.58 -3.29 0.84 -0.200
C -1.11 -4.67 0.61 -1.697
C -0.19 -2.90 2.21 0.080
C -0.17 -3.83 3.25 -0.879
C 0.15 -3.42 4.53 -0.946
C 0.45 -2.09 4.75 -0.908
C 0.42 -1.23 3.66 -0.447
N 0.10 -1.62 2.43 1.151
H -1.86 -5.46 -4.17 0.343
H -3.19 -4.28 -4.25 0.343
H -2.43 -4.65 -2.70 0.246
H -1.05 -3.24 -5.03 0.538
H -0.28 -3.70 -3.50 0.180
H -1.96 -1.40 -3.97 0.204
H -1.35 -4.79 -0.45 0.193
H -2.02 -4.85 1.19 0.318
H -0.37 -5.42 0.89 0.350
H -0.41 -4.87 3.06 0.449
H 0.18 -4.13 5.35 0.424
H 0.73 -1.72 5.73 0.501
H 0.67 -0.18 3.77 0.103
O -1.86 0.21 1.53 0.195
P -2.62 1.20 2.30 0.496
C -1.67 1.97 3.70 -1.356
P -0.29 2.98 3.00 0.792
O 0.20 2.40 1.73 0.278
C -0.78 4.72 2.88 1.014
C -0.37 5.39 1.73 -0.624
C -0.61 6.75 1.60 -0.671
C -1.27 7.44 2.61 -0.581
C -1.68 6.77 3.76 -0.818
C -1.44 5.41 3.89 -0.756
C 0.94 2.92 4.34 0.700
C 0.96 3.76 5.45 -0.817
C 1.90 3.55 6.45 -0.632
C 2.80 2.49 6.36 -0.685
C 2.77 1.65 5.25 -0.633
C 1.86 1.88 4.24 -0.093
C -3.29 2.60 1.37 0.184
C -4.05 3.59 1.99 -0.134
C -4.48 4.69 1.26 -0.802
C -4.12 4.80 -0.08 -0.603
C -3.37 3.81 -0.70 -0.447
C -2.96 2.70 0.03 -0.208
C -4.03 0.43 3.16 0.371
C -5.35 0.79 2.94 -0.505
C -6.37 0.13 3.60 -0.691
C -6.08 -0.90 4.48 -0.471
C -4.76 -1.29 4.69 -0.781
C -3.73 -0.62 4.02 -0.284
H -1.18 1.15 4.21 0.767
H -2.31 2.51 4.39 0.600
H 0.14 4.84 0.96 0.327
H -0.29 7.27 0.71 0.494
H -1.46 8.50 2.51 0.394
H -2.20 7.31 4.54 0.413
H -1.77 4.89 4.78 0.394
H 0.26 4.58 5.54 0.316
H 1.94 4.22 7.30 0.428
H 3.52 2.33 7.14 0.383
H 3.46 0.82 5.17 0.545
H 1.85 1.26 3.35 -0.011
H -4.32 3.49 3.03 0.511
H -5.06 5.46 1.73 0.406
H -4.43 5.68 -0.64 0.401
H -3.10 3.90 -1.74 0.507
H -2.37 1.92 -0.43 -0.373
H -5.58 1.58 2.24 0.423
H -7.40 0.41 3.43 0.398
H -6.87 -1.42 5.01 0.363
H -4.52 -2.11 5.35 0.437
H -2.70 -0.93 4.15 0.164
C 2.69 4.88 -0.71 -0.882
C 1.89 4.58 -1.80 -0.827
C 1.57 3.27 -2.11 0.124
C 2.07 2.20 -1.34 -0.588
C 2.85 2.53 -0.22 0.191
C 3.15 3.84 0.09 -0.019
N 1.81 0.86 -1.64 0.115
C 1.94 0.43 -2.94 0.242
C 1.42 -0.82 -3.31 -0.019
C 1.50 -1.28 -4.62 -0.713
C 2.14 -0.54 -5.60 -0.799
C 2.75 0.65 -5.23 -0.607
C 2.67 1.13 -3.94 -0.630
H 2.95 5.91 -0.48 0.403
H 1.52 5.38 -2.43 0.352
H 0.94 3.05 -2.96 0.591
H 3.25 1.71 0.37 -0.065
H 3.76 4.06 0.96 0.396
H 0.95 -1.44 -2.56 -0.300
H 1.06 -2.24 -4.87 0.329
H 2.18 -0.89 -6.62 0.354
H 3.31 1.23 -5.97 0.363
H 3.18 2.04 -3.68 0.396
C 8.48 -2.16 -0.84 -1.575
C 7.09 -1.77 -0.39 0.806
C 5.98 -2.50 -0.76 -1.073
C 4.71 -2.20 -0.28 0.625
C 3.53 -3.03 -0.71 -1.489
C 4.54 -1.13 0.62 0.330
Se 2.85 -0.92 1.51 -0.485
C 5.65 -0.32 0.93 0.963
C 5.54 0.93 1.76 -1.052
C 6.90 -0.67 0.43 -0.815
H 8.43 -2.86 -1.68 0.342
H 9.01 -2.66 -0.03 0.292
H 9.06 -1.29 -1.14 0.360
H 6.09 -3.34 -1.44 0.242
H 3.82 -3.76 -1.47 0.398
H 2.75 -2.38 -1.13 0.023
H 3.09 -3.54 0.14 0.326
H 4.52 1.05 2.12 -0.552
H 5.81 1.80 1.17 0.286
H 6.21 0.88 2.63 0.555
H 7.75 -0.04 0.69 0.368



# 2
132
Properties=species:S:1:pos:R:3:mulliken_charge:R:1 method="wB97M-V/def2-TZVPD" e_lumo_ev=-9.02 max_force_ev_per_a=1.10 charge=+3 homo_ha=-0.52242
Ta -1.31 -1.13 -0.35 1.755
C 3.37 5.91 3.31 -1.010
S 2.96 4.20 2.91 0.109
C 3.13 4.23 1.10 -1.437
C 2.38 3.06 0.48 -0.659
C 0.88 3.12 0.72 -0.496
N 0.20 1.94 0.11 0.406
P -0.31 2.07 -1.60 0.665
C -0.11 3.81 -2.02 0.630
C -1.28 4.57 -1.93 -0.072
C -1.27 5.93 -2.20 -0.790
C -0.09 6.54 -2.59 -0.605
C 1.08 5.79 -2.70 -1.100
C 1.07 4.44 -2.41 -0.169
C 1.07 1.20 -2.46 0.068
C 1.39 -0.03 -1.63 -0.527
C 3.46 -0.54 -2.76 -1.686
C 3.13 -0.31 -4.22 -0.590
C 2.21 0.57 -4.62 -0.638
C 1.38 1.40 -3.74 -0.132
P -0.94 1.12 1.08 -0.913
C -2.10 2.35 1.69 1.774
C -3.21 2.68 0.92 -0.079
C -4.05 3.71 1.31 -1.432
C -3.78 4.42 2.48 -0.892
C -2.67 4.10 3.25 -0.976
C -1.83 3.07 2.86 -0.330
C -0.16 0.34 2.61 1.691
C 0.99 1.09 3.20 0.733
C 1.30 0.95 4.48 -1.798
C 0.53 -0.01 5.33 0.128
C -0.94 0.08 4.94 -1.555
C -1.26 0.16 3.66 -0.526
H 3.34 5.99 4.40 0.386
H 2.65 6.60 2.88 0.289
H 4.38 6.15 2.98 0.349
H 4.19 4.16 0.85 0.635
H 2.75 5.18 0.72 0.465
H 2.79 2.12 0.88 0.055
H 2.56 3.05 -0.60 0.296
H 0.47 4.05 0.30 0.784
H 0.65 3.17 1.78 0.885
H -2.21 4.09 -1.64 0.284
H -2.18 6.51 -2.13 0.480
H -0.07 7.60 -2.82 0.440
H 2.00 6.27 -3.02 0.475
H 1.99 3.87 -2.50 0.303
H 1.93 0.34 -0.75 0.493
H 4.34 -1.15 -2.63 0.906
H 3.66 -0.90 -4.96 0.401
H 2.06 0.72 -5.68 0.469
H 0.94 2.27 -4.22 0.476
H -3.42 2.15 0.00 0.444
H -4.91 3.97 0.71 0.542
H -4.44 5.22 2.79 0.436
H -2.46 4.66 4.15 0.536
H -0.96 2.85 3.47 0.382
H 1.57 1.76 2.58 -0.955
H 2.11 1.52 4.91 0.325
H 0.69 0.23 6.38 0.812
H -1.70 -0.02 5.71 0.505
H -2.30 0.15 3.34 0.476
O 0.15 -0.50 -1.20 -0.607
C 2.22 -1.14 -2.16 0.671
C 1.94 -2.51 -2.15 1.566
C 2.88 -3.30 -2.93 -0.840
C 2.72 -4.61 -3.13 -1.548
C 1.63 -5.33 -2.58 -0.602
C 0.74 -4.67 -1.81 -0.985
C 0.83 -3.28 -1.50 0.493
O -0.01 -2.86 -0.63 -0.517
N 3.71 -5.34 -3.97 1.049
O 3.56 -6.54 -4.04 -0.596
O 4.58 -4.68 -4.49 -0.599
H 3.64 0.43 -2.29 0.340
H 3.71 -2.83 -3.42 0.920
H 1.54 -6.39 -2.78 0.579
H -0.09 -5.20 -1.36 0.555
S -5.70 0.25 -0.50 -0.228
C -4.95 1.04 -1.81 -0.561
C -3.62 0.75 -1.90 -1.894
C -3.17 -0.14 -0.88 1.335
C -4.23 -0.51 -0.08 1.048
C -4.09 -1.56 0.92 0.814
C -5.10 -2.02 1.75 -0.875
C -4.87 -3.12 2.55 -0.894
C -3.64 -3.78 2.50 -1.126
C -2.67 -3.26 1.67 -0.706
N -2.87 -2.16 0.91 0.210
H -5.54 1.69 -2.45 0.552
H -2.98 1.17 -2.67 0.504
H -6.06 -1.52 1.76 0.578
H -5.65 -3.49 3.20 0.511
H -3.44 -4.67 3.07 0.568
H -1.71 -3.74 1.56 0.776
N -0.97 -2.55 -6.96 -0.361
C -0.87 -1.84 -5.83 0.246
O -0.13 -0.88 -5.68 -0.513
C -1.73 -2.27 -4.66 0.149
C -2.95 -2.92 -4.75 -0.449
C -3.66 -3.18 -3.59 -1.295
C -3.15 -2.74 -2.38 -0.377
N -1.97 -2.10 -2.29 0.790
C -1.28 -1.87 -3.41 0.226
H -0.43 -2.26 -7.76 0.267
H -1.52 -3.39 -7.04 0.168
H -3.35 -3.22 -5.71 0.537
H -4.62 -3.68 -3.61 0.554
H -3.70 -2.90 -1.46 0.382
H -0.36 -1.32 -3.35 -0.308
C 3.13 -1.44 3.83 -1.387
N 3.00 -1.81 2.39 0.458
C 2.83 -3.24 2.26 -1.179
N 1.68 -3.66 3.05 0.564
C 1.99 -3.44 4.46 -1.060
N 2.18 -2.03 4.77 0.360
C 0.84 -1.51 5.08 -0.304
P 0.30 -1.33 1.80 2.268
C 2.14 -1.10 1.48 -1.634
C 0.46 -3.20 2.51 -2.303
H 3.15 -0.36 3.91 0.653
H 4.11 -1.82 4.12 0.298
H 3.71 -3.75 2.66 0.392
H 2.70 -3.52 1.21 0.363
H 2.90 -4.00 4.66 0.328
H 1.20 -3.85 5.08 0.432
H 0.14 -1.82 4.31 -0.217
H 0.52 -2.03 5.98 0.588
H 2.36 -0.03 1.49 0.452
H 2.35 -1.49 0.48 0.294
H 0.30 -3.66 1.53 0.531
H -0.39 -3.40 3.17 0.675



| no. | electronic energy (Ha) |
| --- | --- |
| 1 | -6242.0753 |
| 2 | -4858.9067 |